{
  "formula": "C45H120O45S15",
  "method": "ωB97M-V with the def2-TZVPD basis set",
  "symbols": ["S", "S", "S", "S", "S", "S", "S", "S", "S", "S", "S", "S", "S", "S", "S", "O", "O", "O", "O", "O", "O", "O", "O", "O", "O", "O", "O", "O", "O", "O", "O", "O", "O", "O", "O", "O", "O", "O", "O", "O", "O", "O", "O", "O", "O", "O", "O", "O", "O", "O", "O", "O", "O", "O", "O", "O", "O", "O", "O", "O", "C", "C", "C", "C", "C", "C", "C", "C", "C", "C", "C", "C", "C", "C", "C", "C", "C", "C", "C", "C", "C", "C", "C", "C", "C", "C", "C", "C", "C", "C", "C", "C", "C", "C", "C", "C", "C", "C", "C", "C", "C", "C", "C", "C", "C", "H", "H", "H", "H", "H", "H", "H", "H", "H", "H", "H", "H", "H", "H", "H", "H", "H", "H", "H", "H", "H", "H", "H", "H", "H", "H", "H", "H", "H", "H", "H", "H", "H", "H", "H", "H", "H", "H", "H", "H", "H", "H", "H", "H", "H", "H", "H", "H", "H", "H", "H", "H", "H", "H", "H", "H", "H", "H", "H", "H", "H", "H", "H", "H", "H", "H", "H", "H", "H", "H", "H", "H", "H", "H", "H", "H", "H", "H", "H", "H", "H", "H", "H", "H", "H", "H", "H", "H", "H", "H", "H", "H", "H", "H", "H", "H", "H", "H", "H", "H", "H", "H", "H", "H", "H", "H", "H", "H", "H", "H", "H", "H", "H", "H", "H", "H", "H", "H", "H", "H"],
  "coordinates": [[1.507, -4.617, 3.607], [4.666, 3.733, -2.391], [5.180, 1.120, 6.999], [-7.082, 0.034, -2.997], [-3.183, -3.223, 1.930], [0.035, 0.577, 0.608], [-2.784, 2.148, -10.383], [5.325, -1.751, -3.126], [2.248, -6.697, -2.662], [-2.639, -3.381, -3.917], [1.088, 1.676, 10.204], [1.539, 3.241, 4.205], [2.430, -0.805, -6.732], [-2.481, 2.439, 4.530], [-0.021, 3.612, -4.610], [5.548, -2.208, -1.437], [-6.433, 0.003, -4.333], [1.914, -5.428, -1.676], [-3.566, -4.301, -4.989], [3.654, 0.240, -7.191], [-6.432, 1.291, -2.094], [6.552, 0.623, 6.918], [-3.543, 3.308, -10.006], [4.588, 1.325, 5.427], [0.639, 2.236, 3.700], [-1.825, -2.800, 2.319], [3.123, -6.121, -3.712], [4.232, 0.369, 7.870], [-1.710, 3.514, 5.222], [-1.949, -4.385, -3.098], [2.048, -5.861, 4.488], [3.143, -1.811, -5.970], [1.300, 3.750, -5.140], [0.438, 0.774, 8.933], [2.246, 2.491, 9.684], [-1.842, 2.174, -11.562], [0.445, -0.513, -0.596], [-1.949, 1.437, -9.083], [6.147, 3.775, -2.244], [3.960, 4.511, -1.119], [-4.061, 2.620, 4.909], [6.446, -0.923, -3.635], [3.980, -1.291, -3.224], [-3.425, -4.102, 0.773], [0.997, 1.680, 0.611], [-0.094, 4.070, -2.960], [2.153, 3.229, 5.535], [-1.411, 0.647, 0.662], [-2.157, 1.004, 4.468], [2.604, -3.963, 2.981], [0.005, 2.336, 10.929], [-7.223, -1.137, -2.157], [2.737, 3.422, 3.028], [2.600, -7.902, -1.903], [4.009, 4.388, -3.533], [-0.764, 2.328, -4.697], [0.379, -5.041, 2.808], [-4.012, -1.830, 1.741], [-2.013, -2.322, -4.666], [1.733, -1.097, -7.982], [-2.635, 3.050, 2.722], [4.058, 3.782, 3.418], [3.645, 0.407, 4.929], [0.363, -4.271, -0.330], [4.326, -2.480, -0.788], [1.159, 0.480, 7.772], [4.048, 2.073, -2.175], [-8.731, 0.852, -3.121], [1.378, 0.355, -5.762], [2.576, 4.707, -1.225], [-4.436, 2.424, 6.219], [1.075, -6.644, 5.251], [4.699, 0.815, -6.418], [-4.769, 0.974, 6.491], [-4.030, 0.853, -10.750], [1.441, 0.107, 11.149], [-5.421, 1.004, -1.091], [2.291, 5.979, -0.373], [-2.435, 1.313, -7.799], [0.452, -6.830, -3.326], [5.162, 2.864, 7.462], [-3.963, -2.503, -2.891], [3.946, -1.500, 0.264], [-4.209, 1.727, -1.576], [-0.457, -0.615, -2.736], [-1.969, 0.026, -7.234], [-4.033, -3.957, 3.531], [-4.787, -4.568, -6.972], [-3.883, -0.741, 2.656], [4.259, -0.951, 4.738], [0.574, -0.519, 2.020], [-4.594, -3.624, -5.783], [0.667, -0.072, -1.945], [0.869, -3.413, 4.980], [1.576, -6.455, 6.657], [4.480, 2.333, -6.153], [0.954, -5.623, -0.564], [-1.842, 5.138, -1.641], [0.122, 0.104, 6.726], [5.359, -3.459, -3.906], [-1.355, 3.808, -2.327], [0.822, 4.872, 3.890], [4.481, 4.905, 2.470], [-1.022, 5.067, -5.188], [-5.228, -0.223, 2.850], [5.318, -3.293, -4.983], [2.369, 5.689, 0.675], [-3.228, 0.019, 2.229], [-5.530, -3.489, -5.241], [2.116, 0.388, 11.957], [-3.369, 0.030, -11.023], [-0.692, 5.303, -6.200], [-3.659, -4.944, 3.804], [-2.759, -0.703, -7.413], [5.171, 2.913, 8.551], [-3.504, 1.523, -7.826], [5.566, 0.679, -7.065], [4.375, 2.906, -7.075], [4.273, -1.535, 5.657], [1.156, -3.549, -0.138], [3.255, 0.761, 3.974], [-4.786, 0.809, 7.569], [0.467, -1.585, 1.821], [-8.561, 1.807, -3.618], [-2.891, 5.027, -1.367], [-1.932, 2.156, -7.326], [3.689, -1.545, 4.024], [-5.519, 0.413, 5.933], [-9.108, 1.103, -2.129], [-3.893, 1.466, -2.586], [-9.497, 0.244, -3.602], [4.304, 3.434, 7.103], [-1.021, -0.246, -7.700], [-2.073, 5.048, -4.900], [-5.180, -0.058, -1.039], [-3.859, 0.452, 6.197], [0.018, -7.793, -3.055], [-3.333, 1.583, -0.944], [4.639, -4.119, -3.423], [0.848, 1.002, -1.909], [-0.430, 1.032, 6.572], [3.453, -2.537, -1.438], [-0.329, -4.405, 0.502], [2.225, 4.855, -2.246], [-0.045, 5.073, 4.519], [-4.609, 1.128, -11.632], [0.407, -0.100, -5.567], [5.299, 2.768, -5.581], [1.974, -0.565, 10.476], [-5.406, 2.869, 6.438], [-2.853, 4.115, 2.791], [3.527, 2.446, -5.636], [-0.664, 5.928, -4.623], [1.967, 0.684, -4.907], [1.644, -0.313, 2.005], [0.517, -0.196, 11.641], [-3.763, -3.323, 4.376], [3.138, -1.880, 0.889], [1.807, -0.388, 7.897], [-5.093, -4.061, 3.302], [-4.196, -5.467, -6.797], [-3.415, -2.027, -2.077], [-4.346, -4.085, -7.844], [-3.375, -1.074, 3.562], [-4.512, 0.628, -9.798], [1.105, 1.270, -6.287], [-4.522, -1.691, -3.358], [-1.980, 3.191, -2.974], [5.416, 5.346, 2.814], [0.445, -2.558, 4.453], [4.704, 2.922, 3.243], [0.560, -0.280, 5.805], [1.579, -5.931, 0.274], [2.969, 2.205, -2.254], [-1.825, 0.050, -6.154], [0.007, -3.885, 5.452], [-0.455, -0.686, 7.208], [5.295, -0.904, 4.401], [1.252, 6.272, -0.522], [2.644, -6.603, 6.816], [-1.315, 5.251, -0.693], [6.083, 3.332, 7.115], [-5.907, -0.332, 2.004], [0.486, 4.768, 2.858], [-5.824, -4.853, -7.150], [-0.573, -0.164, -3.721], [3.847, 5.792, 2.452], [-4.627, -3.277, -2.507], [1.683, 1.335, 7.346], [-4.443, 2.785, -1.463], [4.241, 1.681, -1.177], [-1.245, 3.013, -1.589], [-5.063, 0.761, 3.289], [4.494, 1.541, -3.015], [3.531, -0.538, -0.037], [-1.487, -0.479, -2.404], [4.078, 4.066, 4.471], [-0.271, -6.080, -3.004], [2.158, 3.796, -0.796], [1.699, -3.252, 5.668], [0.134, -0.105, 2.927], [6.356, -3.813, -3.644], [1.162, -7.670, 4.894], [0.127, -6.312, -0.737], [-3.796, 2.796, 7.019], [-1.710, 2.841, 2.184], [-0.331, -1.697, -2.707], [0.044, -6.294, 5.201], [4.657, 4.499, 1.475], [-4.294, -2.650, -6.169], [-0.220, -3.979, -1.204], [4.821, -1.263, 0.871], [1.062, -7.106, 7.364], [4.723, 0.153, -5.552], [-3.460, 2.473, 2.304], [-1.726, 6.019, -2.272], [1.584, -0.612, -2.181], [3.078, 6.659, -0.697], [0.442, -6.685, -4.406], [1.288, -5.420, 6.844], [-5.599, -0.885, 3.633], [2.734, 0.398, 5.527], [-5.893, 1.360, -0.175], [1.525, 5.682, 4.083], [4.439, -3.442, -0.288]],
  "forces_ev_per_angstrom": [[-2.109, 0.814, 1.639], [1.245, 2.326, -0.307], [-0.700, -1.107, 0.389], [-0.478, 1.835, -0.668], [0.916, -0.112, 1.116], [1.978, -3.526, 0.914], [1.350, -1.651, -2.392], [1.935, -1.539, 0.091], [-1.367, 1.303, -0.678], [-2.560, -0.501, 0.172], [0.782, 0.063, -1.254], [1.663, 2.031, -0.480], [1.864, 1.931, -1.626], [0.960, 1.637, -2.381], [-2.900, 0.024, 1.576], [0.342, 1.347, -3.162], [-1.209, -0.244, 3.125], [0.314, -1.512, -0.543], [0.846, 1.694, 1.624], [-2.752, -0.535, -1.438], [-1.002, -1.933, -1.316], [-2.043, 0.930, -0.083], [0.870, -0.037, 0.481], [1.023, 0.485, 2.156], [0.815, 0.356, 0.672], [-2.121, -1.064, -0.719], [-1.663, -1.513, 2.441], [1.739, 1.613, -2.333], [-1.557, -3.128, -0.665], [-0.953, 2.027, -1.662], [-0.623, 1.094, -1.309], [-1.595, 0.616, -0.290], [-0.589, -0.212, 0.819], [-0.375, 1.941, 2.093], [-3.102, -2.642, 1.644], [-2.363, 0.074, 4.013], [-0.496, 1.374, 2.652], [0.134, 0.745, -5.412], [-3.868, -0.109, -0.032], [2.745, -0.895, -0.868], [1.664, 0.597, -1.670], [-2.360, -1.908, 1.774], [-0.457, 0.999, 0.064], [0.234, 2.142, 2.331], [-2.111, -0.568, -0.751], [0.957, -1.053, -2.114], [-1.013, -0.575, -1.885], [0.789, 1.279, -0.537], [-0.269, 2.553, 0.941], [0.549, -0.343, 0.014], [1.483, -0.879, -1.431], [0.709, 0.675, -0.889], [-2.209, -1.257, 1.532], [-0.447, 2.055, -1.306], [1.497, -1.677, 1.174], [1.588, 2.514, -0.124], [0.813, 0.023, 0.744], [0.210, -2.513, -1.088], [0.354, -0.951, 0.309], [0.961, 0.162, 2.155], [-0.244, -0.694, 1.906], [0.396, 0.886, -0.536], [-0.733, -0.820, -0.353], [-0.313, -0.134, -0.067], [-1.314, -0.696, 0.506], [0.540, -0.374, -1.952], [-0.146, 0.861, -0.232], [0.644, 0.146, 0.149], [0.289, -0.441, -0.282], [-1.327, 0.607, 0.950], [-2.789, -1.116, 2.541], [1.225, -0.478, 0.320], [-0.175, 0.184, 0.135], [2.386, -1.383, 0.181], [2.127, 0.022, 0.389], [1.101, 1.922, 0.269], [-0.037, -0.650, -0.916], [-0.062, -1.904, -0.443], [-0.186, 2.339, 1.149], [0.622, -0.456, -0.315], [0.420, 0.044, 0.232], [1.003, -0.937, 0.056], [0.149, 1.281, 1.072], [0.791, 1.132, 1.014], [-1.189, -0.222, -1.051], [-0.566, -0.879, 0.406], [0.754, 0.333, -1.474], [0.356, 0.161, -0.117], [2.153, -0.126, -0.854], [-0.088, -0.944, 0.154], [0.645, 1.137, -1.320], [0.077, -0.649, -0.530], [0.342, 0.119, 1.027], [0.084, -1.729, -1.556], [-0.681, 0.051, 0.597], [-0.493, -1.206, -0.021], [1.079, 0.479, 0.015], [-0.222, -1.615, -0.437], [0.006, 0.173, 0.947], [1.349, 1.496, 1.073], [-0.161, 0.123, 0.824], [-0.576, -0.534, 0.348], [0.797, 0.114, 0.512], [1.197, 0.026, 0.535], [-0.866, -0.271, 1.823], [-0.509, -0.115, 0.178], [0.339, 0.325, 0.032], [0.243, -0.303, -0.338], [0.234, -0.141, 0.479], [0.161, 0.046, -0.017], [-0.257, -0.260, 0.008], [-0.778, -0.491, -0.253], [0.365, -0.016, -0.690], [0.401, -0.521, -0.143], [-0.071, -0.305, -0.007], [-0.217, -0.331, 0.573], [0.249, -0.127, 0.400], [0.159, -0.261, -0.181], [0.014, 0.118, 0.208], [-0.225, 0.145, 0.216], [0.576, 0.547, -0.205], [-0.626, -0.032, -0.011], [-0.721, 0.231, -0.034], [-0.023, -0.243, -0.303], [-0.129, 0.060, -0.130], [-0.403, 0.052, 0.889], [-0.033, 0.014, -0.157], [-0.586, 0.858, 0.132], [0.431, -0.333, 0.173], [-0.439, 0.007, -0.055], [0.511, -0.146, -0.295], [-0.139, -0.576, -0.168], [-0.114, -0.209, -0.040], [-0.014, -0.722, -0.730], [-0.548, -0.178, 0.190], [0.227, -0.444, 0.101], [0.433, -0.133, -0.110], [-0.015, -0.343, 0.282], [-0.350, 0.377, -0.384], [-0.123, 0.133, -0.471], [-0.473, -0.460, -0.419], [0.372, -0.378, -0.521], [0.126, 0.526, 0.171], [0.315, -0.091, 0.057], [0.021, -0.490, 0.099], [-0.205, 0.277, 0.527], [0.459, -0.410, 0.464], [-0.091, -0.135, 0.129], [-0.467, -0.113, 0.097], [0.137, 1.137, -0.755], [-0.029, -0.164, -0.023], [0.156, 0.259, 0.305], [0.550, -0.259, 0.277], [-0.242, -0.466, 0.304], [0.058, 0.033, 0.289], [-0.054, -0.170, -0.729], [-0.353, 0.398, -0.324], [0.235, -0.527, 0.183], [0.435, 0.278, 0.446], [0.086, 0.391, 0.137], [-0.195, -0.060, 0.026], [0.194, -0.354, 0.162], [-0.285, -0.200, -0.227], [-0.209, 0.071, 0.135], [-0.495, 0.119, -0.412], [0.602, -0.294, -0.745], [0.241, -0.414, -0.811], [-0.659, 1.143, -0.683], [0.377, -0.344, 0.026], [0.558, 0.156, -0.041], [-0.009, -0.035, 0.293], [0.040, 0.216, 0.005], [-0.322, -0.260, 0.056], [-0.021, -0.268, -0.369], [-0.076, 0.251, -0.002], [0.225, -0.230, 0.166], [-0.580, 0.060, -0.415], [-0.089, 0.240, -0.181], [0.201, 0.500, -0.280], [-0.068, 0.076, -0.425], [0.257, 0.191, -0.212], [-0.018, -0.240, -0.215], [0.355, 0.554, -0.117], [0.221, 0.416, -0.046], [0.082, 0.159, -0.041], [0.733, -0.538, -0.284], [-0.572, -0.397, -0.077], [0.081, 0.109, 0.052], [0.436, 0.051, 0.679], [0.213, 0.253, -0.628], [0.530, 0.037, -0.242], [0.726, 0.306, 0.696], [-0.846, 0.269, -0.204], [-0.217, -0.436, 0.264], [0.217, 0.112, -0.774], [0.147, 0.496, 1.049], [0.081, -0.040, -0.047], [0.726, 0.371, 0.656], [-0.754, 0.130, 0.000], [-0.166, 0.285, -0.209], [-0.185, -0.258, -0.120], [0.057, -0.065, -0.106], [-0.163, 0.135, -0.150], [0.478, -0.413, -0.481], [0.656, 0.115, -0.557], [0.016, -0.103, 0.356], [-0.003, 0.009, -0.743], [0.142, 0.102, -0.568], [-0.240, 0.259, -0.059], [0.439, 0.038, 0.460], [0.052, 0.149, -0.024], [-0.070, -0.094, 0.340], [-0.196, 0.056, 0.013], [0.781, 0.558, 0.519], [0.059, 0.146, -0.075], [0.083, -0.147, 0.023], [0.174, 0.430, -0.522], [-0.510, 0.532, 0.334], [0.558, -0.387, -0.027], [0.403, 0.019, 0.738], [-0.857, 0.291, 0.169], [0.192, -0.161, 0.492], [0.575, -0.058, 0.185], [0.317, -0.386, -0.350], [0.123, -0.198, -0.201]],
  "mulliken_charge": [1.336, 1.086, 1.117, 1.190, 0.947, 0.490, 1.076, 1.104, 1.129, 0.861, 1.051, 0.622, 1.038, 0.750, 1.109, -0.547, -0.553, -0.221, -0.330, -0.452, -0.352, -0.630, -0.596, -0.343, 0.035, -0.482, -0.600, -0.542, -0.757, -0.627, -0.352, -0.453, -0.528, -0.481, -0.516, -0.591, 0.262, -0.356, -0.668, -0.282, -0.251, -0.647, -0.224, -0.616, -0.353, -0.157, -0.711, -0.454, -0.259, -0.657, -0.603, -0.581, 0.262, -0.639, -0.593, -0.358, -0.610, -0.425, -0.460, -0.671, -0.648, 0.010, 1.259, 0.879, -0.362, -0.091, 0.199, -1.037, -0.043, 0.439, -0.316, -0.261, 0.168, -0.880, -0.878, -0.916, -0.461, -1.090, -0.138, -0.480, -0.820, -0.900, 0.000, -0.454, 0.093, -0.155, -1.039, -1.242, 1.807, -1.425, -0.534, 0.325, 1.339, -0.825, -0.977, -0.781, -0.634, -1.290, -0.199, -0.688, 0.099, -1.062, -1.445, -1.328, -1.498, 0.346, -0.100, -0.945, 0.227, 0.397, 0.308, 0.496, 0.384, 0.168, 0.392, 0.579, 0.307, 0.413, 0.384, -0.404, -0.143, 0.400, 0.021, 0.336, 0.340, -0.111, 0.218, 0.278, 0.335, 0.250, 0.365, 0.126, 0.328, 0.322, 0.348, 0.121, 0.373, 0.064, -0.013, -0.406, -0.076, 0.300, -0.023, 0.330, 0.382, 0.383, -0.202, 0.328, 0.284, 0.314, 0.566, -0.008, 0.433, -0.133, 0.073, 0.327, 0.285, -0.132, 0.427, 0.395, 0.300, 0.237, 0.300, 0.224, 0.295, 0.422, 0.219, 0.605, 0.441, -0.174, 0.132, -0.291, 0.207, -0.518, -0.314, 0.497, 0.570, 0.353, 0.349, 0.290, 0.224, 0.368, 0.297, 0.173, 0.338, -0.422, 0.284, 0.578, 0.141, 0.304, 0.382, -0.165, 0.354, 0.071, -0.376, -0.096, 0.330, -0.106, -0.100, 0.506, 0.154, 0.455, 0.414, 0.471, 0.361, -0.078, 0.325, 0.251, 0.310, 0.058, -0.282, 0.553, 0.375, -0.076, 0.167, 0.315, -0.526, 0.406, 0.377, 0.190, 0.393, -0.256, 0.264, 0.369, 0.374],
  "homo_energy_ev": -10.14,
  "mol_weight_g_mol": 1862.41
}